A molecular structure, C24H20BrI2N2O8Y in a non-equilibrium geometry, computed with wB97M-V/def2-TZVPD.

Properties
HOMO-LUMO gap in eV: 8.0
E_HOMO in hartree: -0.2937
LUMO level in Ha: 0.0021

The geometry in XYZ format:
```
58
Properties=species:S:1:pos:R:3:nbo_charge:R:1
Y 0.5707 0.0410 0.6952 2.01
I -0.8910 6.4355 -3.0610 0.12
C -0.1388 4.6602 -2.1938 -0.17
C -0.1971 3.4733 -2.9042 -0.26
C 0.3340 2.3444 -2.3232 -0.21
I 0.2076 0.4081 -3.1602 0.20
C 0.9517 2.3440 -1.0626 0.38
O 1.4848 1.2668 -0.5807 -0.88
C 0.9162 3.5616 -0.3429 -0.13
C 1.3566 3.4795 1.0889 -0.23
N 0.5169 2.4813 1.7765 -0.65
C -0.8828 2.8996 1.8324 -0.26
C -1.6831 2.4170 0.6446 0.26
C -2.6877 3.2057 0.0984 -0.26
C -3.5450 2.6502 -0.8370 -0.15
C -3.3585 1.3280 -1.2052 -0.20
C -2.2890 0.6334 -0.6640 0.09
N -1.4585 1.1620 0.2361 -0.58
C 0.3851 4.7018 -0.9127 -0.23
H -0.6539 3.4256 -3.8799 0.24
H 1.2893 4.4718 1.5624 0.19
H 2.3931 3.1335 1.1404 0.23
H 0.8777 2.3588 2.7204 0.39
H -0.9782 3.9935 1.9237 0.20
H -1.3501 2.4376 2.7108 0.23
H -2.8060 4.2312 0.4182 0.23
H -4.3545 3.2372 -1.2441 0.22
H -4.0256 0.8384 -1.8958 0.22
H -2.1009 -0.3954 -0.9402 0.24
H 0.3800 5.6294 -0.3605 0.22
O 0.2877 -1.0076 4.5038 -0.68
C 0.7184 -1.1218 3.2328 0.82
O 1.4183 -0.2018 2.7407 -0.79
C 0.9668 -2.6040 2.9080 -0.15
O 0.2754 -3.0795 1.7840 -0.51
C -1.1281 -3.0974 1.9689 -0.18
C -1.6801 -1.6713 1.9167 0.78
O -2.7815 -1.4110 1.4906 -0.60
O -0.8491 -0.7474 2.3367 -0.75
H 0.2717 -0.0760 4.7705 0.49
H 0.6988 -3.1860 3.8020 0.19
H 2.0308 -2.7194 2.6787 0.23
H -1.3897 -3.5797 2.9220 0.20
H -1.5576 -3.6700 1.1452 0.23
Br 2.6406 -6.7348 -4.2388 0.06
C 2.1817 -5.3158 -3.0666 -0.06
C 3.1930 -4.6376 -2.4035 -0.25
C 2.8592 -3.5908 -1.5671 -0.15
C 1.5269 -3.2264 -1.3904 -0.10
C 0.5244 -3.9431 -2.0392 -0.16
C 0.8477 -4.9837 -2.8893 -0.25
C 1.1862 -2.0465 -0.5543 0.79
O 2.0730 -1.4709 0.1240 -0.74
O 0.0013 -1.5865 -0.5629 -0.81
H 4.2247 -4.9225 -2.5488 0.23
H 3.6257 -3.0279 -1.0590 0.24
H -0.5044 -3.6619 -1.8756 0.23
H 0.0756 -5.5327 -3.4111 0.23
```

=====

A molecular structure, C24H20Cl2N2Pd in a non-equilibrium geometry, computed with wB97M-V/def2-TZVPD.

Properties
Total charge: +2
HOMO-LUMO gap (spin up / spin down) in eV: 6.6 / 6.6
E_HOMO (spin up / spin down) in hartree: -0.5470 / -0.5470
LUMO level (spin up / spin down) in Ha: -0.3033 / -0.3034

The geometry in XYZ format:
```
49
Properties=species:S:1:pos:R:3:nbo_charge:R:1
Pd 0.3315 0.0180 -0.6049 0.90
C -1.5322 -1.6707 -4.1300 -0.24
C -1.3892 -3.0304 -3.8980 -0.09
C -0.7101 -3.4621 -2.7684 -0.21
C -0.2049 -2.5263 -1.8897 0.19
N -0.3660 -1.1978 -2.1141 -0.50
C -1.0131 -0.7814 -3.2134 0.08
C 0.5767 -2.7948 -0.6804 -0.09
C 0.8434 -4.0466 -0.1431 -0.16
C 1.6142 -4.1699 1.0063 -0.18
C 2.1281 -3.0453 1.6271 -0.15
C 1.8692 -1.7699 1.1178 -0.28
C 1.1173 -1.6818 -0.0348 0.00
H -2.0344 -1.2970 -5.0105 0.26
H -1.7987 -3.7521 -4.5922 0.25
H -0.5674 -4.5163 -2.5786 0.25
H -1.1050 0.2841 -3.3506 0.23
H 0.4481 -4.9335 -0.6224 0.24
H 1.8115 -5.1511 1.4149 0.25
H 2.7176 -3.1411 2.5293 0.25
H 2.2810 -0.9067 1.6211 0.23
N 1.6251 1.2354 0.3871 -0.77
C 1.5474 1.7052 1.7586 0.18
C 2.7180 1.9350 2.4569 -0.25
C 2.6410 2.4805 3.7312 -0.16
C 1.4062 2.7910 4.2787 -0.17
C 0.2393 2.5263 3.5746 -0.15
C 0.3002 1.9640 2.3061 -0.13
C -0.9206 1.4687 1.6238 -0.04
C -2.1818 2.1047 1.6386 -0.18
C -3.2880 1.5726 0.9836 -0.17
C -3.2337 0.3191 0.3617 -0.16
C -2.0369 -0.3739 0.4170 -0.34
C -0.9678 0.2513 0.9911 0.17
H 2.5667 0.8992 0.1920 0.43
H 1.4856 2.0500 -0.2200 0.43
H 3.6836 1.7285 2.0084 0.23
H 3.5486 2.6703 4.2876 0.25
H 1.3459 3.2172 5.2704 0.25
H -0.7243 2.7171 4.0296 0.24
H -2.2480 3.0682 2.1300 0.25
H -4.2111 2.1367 0.9727 0.25
H -4.1012 -0.1230 -0.1083 0.25
H -1.9811 -1.4182 0.1345 0.27
Cl -1.4190 2.7914 -4.6430 0.07
C -0.3881 3.4829 -3.4379 -0.33
Cl -0.2303 2.3763 -1.9660 -0.16
H -0.8149 4.3932 -3.0376 0.25
H 0.6218 3.6034 -3.8067 0.25
```

=====

A molecular structure, C24H20Cl3CuF3N2OSSi2 in a non-equilibrium geometry, computed with wB97M-V/def2-TZVPD.

Properties
Total charge: -2
HOMO-LUMO gap (spin up / spin down) in eV: 2.8 / 5.6
E_HOMO (spin up / spin down) in hartree: 0.0655 / -0.0383
LUMO level (spin up / spin down) in Ha: 0.1679 / 0.1675
2S+1: 2
Expectation value of S²: 0.75

The geometry in XYZ format:
```
57
Properties=species:S:1:pos:R:3:nbo_charge:R:1
Cu -20.0193 0.0365 4.0091 0.65
O -20.9574 1.5735 3.3395 -1.36
Si -22.4312 2.0943 3.6823 1.93
C -22.7299 3.2019 5.1233 -0.45
C -24.0384 3.6586 5.1412 -0.22
C -24.3263 4.7650 5.9898 -0.22
C -23.3492 5.3188 6.8018 -0.24
C -22.0820 4.7414 6.8945 -0.23
C -21.7669 3.7433 5.9719 -0.19
C -23.6539 0.6546 3.9280 -0.49
C -24.3666 0.4250 5.1247 -0.19
C -25.2773 -0.5916 5.1912 -0.24
C -25.4462 -1.4793 4.1386 -0.23
C -24.7288 -1.2967 2.9730 -0.24
C -23.7976 -0.2287 2.8945 -0.11
C -22.9963 2.9656 2.1140 -0.45
C -22.1830 3.9556 1.5363 -0.18
C -22.6553 4.8117 0.5172 -0.23
C -23.9995 4.6848 0.1098 -0.24
C -24.7335 3.5798 0.5180 -0.24
C -24.2892 2.8161 1.5541 -0.20
H -24.8530 3.2258 4.5118 0.22
H -25.3205 5.1927 6.0473 0.19
H -23.7138 6.1687 7.3740 0.19
H -21.3452 5.0653 7.6004 0.20
H -20.7186 3.4814 5.8683 0.24
H -24.2469 1.0807 5.9988 0.21
H -25.8401 -0.7805 6.1101 0.19
H -26.0986 -2.3368 4.2234 0.19
H -24.8132 -2.0770 2.1966 0.20
H -23.1207 -0.1568 2.0654 0.21
H -21.1508 4.0845 1.8928 0.22
H -21.9990 5.5288 0.1305 0.19
H -24.3461 5.2930 -0.7075 0.19
H -25.6693 3.3075 0.0464 0.19
H -24.9252 2.0120 1.9276 0.21
C -16.5154 -3.8361 3.2795 -0.65
C -15.9277 -2.4844 3.6971 0.26
C -14.6583 -2.3233 4.1580 -0.41
C -14.4686 -1.0528 4.6649 0.08
N -15.3091 0.0060 4.5267 -0.52
C -16.5015 -0.2842 3.9561 0.30
S -17.8712 1.0462 4.0893 -0.30
N -16.8000 -1.4355 3.4551 -0.49
H -15.8291 -4.6480 3.3050 0.18
H -16.8456 -3.7706 2.2273 0.23
H -17.3762 -4.1024 3.9456 0.25
H -13.9867 -3.1682 4.3113 0.21
H -13.6054 -0.7796 5.2547 0.17
Cl -20.0804 0.9189 6.9643 -0.44
Si -18.0863 0.7236 6.4434 1.06
Cl -16.7194 2.0337 7.0707 -0.46
Cl -17.7644 -1.2034 7.0318 -0.43
F -20.9050 -2.0290 5.5371 -0.42
C -20.6406 -1.7966 4.1826 0.52
F -19.7079 -2.7348 3.7171 -0.42
F -21.8102 -2.0863 3.5721 -0.40
```

=====

A molecular structure, C24H20Cl3FeN6O2Si, computed with wB97M-V/def2-TZVPD.

Properties
HOMO-LUMO gap (spin up / spin down) in eV: 6.7 / 6.7
E_HOMO (spin up / spin down) in hartree: -0.2522 / -0.2501
LUMO level (spin up / spin down) in Ha: -0.0075 / -0.0039
2S+1: 2
Expectation value of S²: 0.85

The geometry in XYZ format:
```
57
Properties=species:S:1:pos:R:3:nbo_charge:R:1
Fe 0.0051 0.2667 -0.7325 0.90
C -1.1057 -4.0028 -1.2686 -0.27
C -1.2928 -2.6620 -0.9014 0.07
N -0.3224 -1.8917 -0.4612 -0.54
C 0.9252 -2.4211 -0.3475 0.23
C 1.2196 -3.7432 -0.7190 -0.09
C 0.1517 -4.5331 -1.1874 -0.10
C 2.5632 -4.1893 -0.6455 -0.24
C 3.5276 -3.3130 -0.2490 -0.16
C 3.2318 -1.9798 0.1253 -0.25
C 1.9352 -1.5238 0.1247 0.18
N 1.4092 -0.3045 0.4892 -0.60
C 1.9490 0.5376 1.4094 0.18
C 3.1674 0.4949 2.0651 -0.28
C 3.4927 1.4532 3.0477 -0.16
C 2.6334 2.4417 3.4240 -0.25
C 1.3487 2.4828 2.8295 -0.10
C 0.3427 3.3895 3.2171 -0.10
C -0.8890 3.3161 2.6395 -0.27
C -1.1155 2.3574 1.6394 0.09
N -0.2042 1.4991 1.2307 -0.49
C 1.0240 1.5505 1.8285 0.21
H -1.9456 -4.5843 -1.6225 0.22
H -2.2827 -2.2172 -0.9631 0.18
H 0.3430 -5.5571 -1.4859 0.22
H 2.8043 -5.2040 -0.9340 0.21
H 4.5628 -3.6301 -0.2344 0.22
H 4.0482 -1.3138 0.3472 0.22
H 3.8845 -0.2777 1.8545 0.22
H 4.4709 1.3939 3.5091 0.21
H 2.9000 3.1733 4.1754 0.21
H 0.5592 4.1251 3.9832 0.22
H -1.6875 3.9912 2.9157 0.22
H -2.0799 2.3313 1.1584 0.19
N -1.1344 0.0044 -2.6757 -0.63
N -0.2643 -0.7593 -3.4703 -0.52
C 1.1067 -0.6045 -3.1938 0.88
O 1.9324 -0.9603 -4.0029 -0.64
O 1.3587 -0.0992 -2.0167 -0.74
H -1.9511 -0.5404 -2.4317 0.37
H -1.4202 0.8441 -3.1708 0.39
H -0.4952 -0.8317 -4.4489 0.39
C -4.9007 1.1394 0.6121 -0.15
C -4.3805 1.8511 -0.4563 -0.25
C -3.1134 1.5264 -0.9140 0.05
N -2.3721 0.5609 -0.3704 -0.51
C -2.8829 -0.1242 0.6573 0.05
C -4.1388 0.1293 1.1801 -0.24
H -5.8829 1.3733 1.0017 0.23
H -4.9353 2.6498 -0.9285 0.23
H -2.6644 2.0893 -1.7256 0.21
H -2.2421 -0.8909 1.0781 0.22
H -4.4994 -0.4457 2.0216 0.23
Cl 0.4785 2.5175 -3.5805 -0.43
Si 0.6461 2.3300 -1.4901 1.16
Cl -0.4144 4.0209 -0.8877 -0.43
Cl 2.5953 2.7636 -1.0487 -0.38
```

=====

A molecular structure, C24H20CoN2O5 in a non-equilibrium geometry, computed with wB97M-V/def2-TZVPD.

Properties
Total charge: -2
HOMO-LUMO gap (spin up / spin down) in eV: 4.8 / 4.8
E_HOMO (spin up / spin down) in hartree: -0.0073 / -0.0107
LUMO level (spin up / spin down) in Ha: 0.1675 / 0.1674
2S+1: 2
Expectation value of S²: 0.77

The geometry in XYZ format:
```
52
Properties=species:S:1:pos:R:3:nbo_charge:R:1
Co 0.6010 -0.3464 -0.3179 0.59
O -1.5575 5.6683 -0.1450 -0.61
C -1.4782 4.4336 -0.1197 0.34
C -2.3534 3.5046 0.6308 0.32
O -3.3402 3.8166 1.3157 -0.63
C -1.8106 2.1416 0.4373 0.36
C -0.6335 2.2424 -0.4048 0.24
O 0.1472 1.2870 -0.7423 -0.69
C -0.4563 3.6200 -0.8408 0.34
O 0.3929 4.0373 -1.6384 -0.65
O -2.2872 1.0771 0.8948 -0.74
N -1.3259 -1.0333 -0.5965 -0.87
C -1.3350 -2.4389 -0.3473 0.16
C -2.4934 -3.2165 -0.4027 -0.28
C -2.4059 -4.5847 -0.2367 -0.21
C -1.1784 -5.1865 -0.0102 -0.24
C 0.0038 -4.4265 0.0761 -0.08
C 1.2744 -4.9860 0.2833 -0.28
C 2.3744 -4.1188 0.3064 -0.23
C 2.2087 -2.7706 0.1256 -0.04
N 1.0042 -2.1766 -0.0869 -0.42
C -0.0868 -3.0151 -0.0972 0.18
H -1.9407 -0.8030 -1.3777 0.38
H -1.6939 -0.4646 0.1984 0.46
H -3.4473 -2.7349 -0.5777 0.21
H -3.2990 -5.1984 -0.3008 0.19
H -1.1112 -6.2642 0.0833 0.19
H 1.3915 -6.0580 0.3817 0.19
H 3.3739 -4.5090 0.4568 0.20
H 3.0606 -2.1079 0.1427 0.22
C 3.2225 0.7427 -1.8864 -0.62
C 3.3673 0.9672 -0.3767 -0.19
C 3.4743 2.4882 -0.1501 -0.61
C 2.2641 0.2967 0.3818 -0.40
C 4.5198 0.1956 0.2386 0.04
C 5.2085 -0.8084 -0.4615 -0.25
C 6.1750 -1.5862 0.1414 -0.22
C 6.4991 -1.4065 1.4775 -0.28
C 5.8485 -0.4022 2.1873 -0.24
C 4.9047 0.3931 1.5760 -0.16
H 2.4248 1.3885 -2.2446 0.24
H 2.9456 -0.2909 -2.0939 0.21
H 4.1417 0.9918 -2.4213 0.18
H 2.5496 2.9548 -0.4825 0.25
H 4.3004 2.8933 -0.7374 0.18
H 3.6345 2.7373 0.8963 0.19
H 2.2994 0.5732 1.4407 0.12
H 4.9811 -0.9840 -1.5003 0.21
H 6.6908 -2.3425 -0.4426 0.19
H 7.2417 -2.0339 1.9575 0.19
H 6.0937 -0.2459 3.2329 0.19
H 4.4404 1.1766 2.1591 0.20
```

=====

2 unconnected molecules or ions with the total composition C24H20F3N2O6S3 in a non-equilibrium geometry, computed with wB97M-V/def2-TZVPD.

Properties
Total charge: -1
HOMO-LUMO gap in eV: 5.4
E_HOMO in hartree: -0.1329
LUMO level in Ha: 0.0645

The geometry in XYZ format:
```
58
Properties=species:S:1:pos:R:3:nbo_charge:R:1
C 4.1968 -3.6439 0.4310 -0.62
C 4.4365 -2.1587 0.4667 -0.07
O 3.6485 -1.5268 -0.5841 -0.54
C 4.0656 -0.2585 -0.8319 0.78
C 3.5712 0.3113 -2.1037 -0.54
C 4.2855 1.3848 -2.7645 0.11
C 5.2439 2.1681 -2.0794 -0.27
C 6.0489 3.0849 -2.7580 -0.22
C 5.8771 3.2990 -4.1350 -0.29
C 4.8994 2.5706 -4.8257 -0.22
C 4.0826 1.6644 -4.1461 -0.27
C 2.7509 -0.4691 -2.8959 0.33
N 2.0773 -1.0278 -3.6937 -0.52
O 4.8251 0.3038 -0.0443 -0.69
H 4.5998 -4.0841 1.3435 0.20
H 3.1428 -3.9019 0.3399 0.21
H 4.7480 -4.0919 -0.4002 0.20
H 4.1619 -1.7253 1.4306 0.18
H 5.5068 -1.9608 0.2968 0.19
H 5.3456 2.0154 -1.0160 0.25
H 6.8117 3.6290 -2.2061 0.19
H 6.4891 4.0365 -4.6604 0.19
H 4.7698 2.7121 -5.8957 0.19
H 3.2879 1.1462 -4.6755 0.22
F -1.3453 2.6662 -0.3951 -0.31
C -2.0974 1.9116 0.4462 0.83
F -2.8647 2.7327 1.1932 -0.32
F -2.9248 1.1342 -0.2968 -0.32
S -0.9354 0.8675 1.4137 0.49
N -2.1332 -0.0878 2.2080 -1.09
S -2.8351 0.3903 3.8308 2.27
C -4.5696 0.7146 3.4913 -0.34
C -5.0941 1.9363 3.9263 -0.18
C -6.4641 2.1764 3.7918 -0.22
C -7.2981 1.2043 3.2278 -0.18
C -6.7591 -0.0143 2.8036 -0.23
C -5.3960 -0.2665 2.9529 -0.13
O -2.7451 -0.7993 4.6340 -0.89
O -2.2142 1.6280 4.2180 -0.89
S -2.0085 -1.7708 1.9130 2.31
C -1.6979 -1.7134 0.1733 -0.38
C -2.7363 -1.8671 -0.7471 -0.18
C -2.4466 -1.7774 -2.1104 -0.23
C -1.1333 -1.5606 -2.5250 -0.18
C -0.1140 -1.5088 -1.5820 -0.14
C -0.3747 -1.6028 -0.2344 -0.20
O -0.8356 -2.2875 2.5614 -0.90
O -3.3149 -2.3520 2.0925 -0.94
H -4.4203 2.6785 4.3483 0.25
H -6.8732 3.1279 4.1320 0.22
H -8.3634 1.3954 3.1214 0.22
H -7.3949 -0.7779 2.3574 0.22
H -4.9716 -1.2109 2.6328 0.26
H -3.7387 -2.0615 -0.3695 0.23
H -3.2494 -1.8911 -2.8394 0.21
H -0.8822 -1.4529 -3.5808 0.24
H 0.9210 -1.4238 -1.8692 0.25
H 0.4378 -1.6149 0.4879 0.24
```

=====

Copy entry 4 word for word.
A molecular structure, C24H20Cl3FeN6O2Si, computed with wB97M-V/def2-TZVPD.

Properties
HOMO-LUMO gap (spin up / spin down) in eV: 6.7 / 6.7
E_HOMO (spin up / spin down) in hartree: -0.2522 / -0.2501
LUMO level (spin up / spin down) in Ha: -0.0075 / -0.0039
2S+1: 2
Expectation value of S²: 0.85

The geometry in XYZ format:
```
57
Properties=species:S:1:pos:R:3:nbo_charge:R:1
Fe 0.0051 0.2667 -0.7325 0.90
C -1.1057 -4.0028 -1.2686 -0.27
C -1.2928 -2.6620 -0.9014 0.07
N -0.3224 -1.8917 -0.4612 -0.54
C 0.9252 -2.4211 -0.3475 0.23
C 1.2196 -3.7432 -0.7190 -0.09
C 0.1517 -4.5331 -1.1874 -0.10
C 2.5632 -4.1893 -0.6455 -0.24
C 3.5276 -3.3130 -0.2490 -0.16
C 3.2318 -1.9798 0.1253 -0.25
C 1.9352 -1.5238 0.1247 0.18
N 1.4092 -0.3045 0.4892 -0.60
C 1.9490 0.5376 1.4094 0.18
C 3.1674 0.4949 2.0651 -0.28
C 3.4927 1.4532 3.0477 -0.16
C 2.6334 2.4417 3.4240 -0.25
C 1.3487 2.4828 2.8295 -0.10
C 0.3427 3.3895 3.2171 -0.10
C -0.8890 3.3161 2.6395 -0.27
C -1.1155 2.3574 1.6394 0.09
N -0.2042 1.4991 1.2307 -0.49
C 1.0240 1.5505 1.8285 0.21
H -1.9456 -4.5843 -1.6225 0.22
H -2.2827 -2.2172 -0.9631 0.18
H 0.3430 -5.5571 -1.4859 0.22
H 2.8043 -5.2040 -0.9340 0.21
H 4.5628 -3.6301 -0.2344 0.22
H 4.0482 -1.3138 0.3472 0.22
H 3.8845 -0.2777 1.8545 0.22
H 4.4709 1.3939 3.5091 0.21
H 2.9000 3.1733 4.1754 0.21
H 0.5592 4.1251 3.9832 0.22
H -1.6875 3.9912 2.9157 0.22
H -2.0799 2.3313 1.1584 0.19
N -1.1344 0.0044 -2.6757 -0.63
N -0.2643 -0.7593 -3.4703 -0.52
C 1.1067 -0.6045 -3.1938 0.88
O 1.9324 -0.9603 -4.0029 -0.64
O 1.3587 -0.0992 -2.0167 -0.74
H -1.9511 -0.5404 -2.4317 0.37
H -1.4202 0.8441 -3.1708 0.39
H -0.4952 -0.8317 -4.4489 0.39
C -4.9007 1.1394 0.6121 -0.15
C -4.3805 1.8511 -0.4563 -0.25
C -3.1134 1.5264 -0.9140 0.05
N -2.3721 0.5609 -0.3704 -0.51
C -2.8829 -0.1242 0.6573 0.05
C -4.1388 0.1293 1.1801 -0.24
H -5.8829 1.3733 1.0017 0.23
H -4.9353 2.6498 -0.9285 0.23
H -2.6644 2.0893 -1.7256 0.21
H -2.2421 -0.8909 1.0781 0.22
H -4.4994 -0.4457 2.0216 0.23
Cl 0.4785 2.5175 -3.5805 -0.43
Si 0.6461 2.3300 -1.4901 1.16
Cl -0.4144 4.0209 -0.8877 -0.43
Cl 2.5953 2.7636 -1.0487 -0.38
```

=====

- What is the formula in the sixth record?
  C24H20F3N2O6S3